[1]
# C36H39N9NaO5S2

C36H39N9NaO5S2 as an isolated structure (ωB97M-V/def2-TZVPD, the Open Molecules 2025 dataset).

## Properties
E, Ha: -3223.09738
LUMO, eV: 2.0
Charge: -1
Gap between HOMO and LUMO, eV: 5.964

CARTESIAN COORDINATES (ANGSTROEM)
Na 1.1645 -1.3810 -0.3295
N 3.5564 -1.8205 4.6577
C 3.1112 -1.2539 3.4599
S 1.5617 -0.5486 3.4513
N 3.9849 -1.3437 2.4845
N 3.4844 -1.0664 1.2237
C 4.2855 -0.3866 0.5001
C 4.0736 -0.1863 -0.9383
C 4.7385 0.8443 -1.6069
C 4.5564 0.9863 -2.9706
C 3.7258 0.0952 -3.6331
C 3.1049 -0.9000 -2.8915
N 3.2777 -1.0470 -1.5838
H 3.1641 -1.3853 5.4747
H 4.5561 -1.9626 4.6769
H 5.1987 0.0293 0.9326
H 5.3671 1.5241 -1.0464
H 5.0509 1.7860 -3.5088
H 3.5450 0.1705 -4.6967
H 2.4274 -1.6120 -3.3513
O -0.3286 0.0317 -1.2394
C -0.9486 -0.3045 -2.4765
C -0.3519 -1.6964 -2.9448
O -0.6560 -2.0219 -4.1016
O 0.3339 -2.3190 -2.1089
C -2.4448 -0.4990 -2.3037
C -3.2678 -0.6306 -3.4223
C -4.6300 -0.8192 -3.2679
C -5.1932 -0.8811 -1.9981
C -4.3786 -0.7622 -0.8851
C -3.0100 -0.5760 -1.0378
C -0.6605 0.8354 -3.4548
C -1.2984 2.0596 -3.2564
C -1.0119 3.1556 -4.0533
C -0.0714 3.0478 -5.0683
C 0.5645 1.8343 -5.2764
C 0.2687 0.7345 -4.4818
H -0.7228 0.8232 -0.8540
H -2.8197 -0.6047 -4.4064
H -5.2596 -0.9235 -4.1436
H -6.2601 -1.0296 -1.8817
H -4.8015 -0.8222 0.1113
H -2.3666 -0.5068 -0.1728
H -2.0447 2.1490 -2.4735
H -1.5306 4.0926 -3.8864
H 0.1550 3.8992 -5.6993
H 1.2925 1.7357 -6.0731
H 0.7387 -0.2185 -4.6749
C 1.1397 5.0120 -1.8193
N 1.5161 5.0759 -0.4304
C 1.3560 6.2992 0.3327
C 1.7897 5.8708 1.7383
N 1.5540 4.4387 1.6808
C 1.5402 3.9907 0.3846
S 1.5551 2.4013 -0.0478
H 1.7057 5.7501 -2.3897
H 0.0690 5.2067 -1.9469
H 1.3534 4.0134 -2.1944
H 0.3113 6.6361 0.3166
H 1.9786 7.0974 -0.0749
H 1.1881 6.3442 2.5138
H 2.8440 6.1065 1.9170
H 1.9209 3.7984 2.3675
N -4.4321 -2.0875 4.4245
C -3.6899 -1.2962 4.0415
C -2.7698 -0.3152 3.5636
C -2.6011 0.8962 4.2326
C -1.6898 1.7975 3.7195
C -0.9843 1.4549 2.5709
N -1.1444 0.3034 1.9328
C -2.0187 -0.5641 2.4128
H -3.1677 1.1097 5.1288
H -1.5091 2.7468 4.2042
H -0.2347 2.1179 2.1530
H -2.1304 -1.4989 1.8756
O -1.7067 -3.5028 0.4995
C -0.5458 -3.5690 1.1440
O 0.2407 -2.6631 1.1836
C -0.3003 -4.8709 1.9072
N -1.4301 -5.7969 1.7237
C -2.0738 -6.0300 3.0295
C -1.6728 -4.8094 3.8530
C -0.2294 -4.5791 3.4131
H 0.6434 -5.2717 1.5344
H -1.1550 -6.6522 1.2652
H -2.1190 -4.3863 0.6300
H -1.6951 -6.9434 3.5044
H -3.1539 -6.1294 2.9133
H -1.7779 -4.9747 4.9241
H -2.3027 -3.9567 3.5888
H 0.4283 -5.3101 3.8890
H 0.1693 -3.5853 3.6165



[2]
# C36H40As2BF4MgO3PS

C36H40As2BF4MgO3PS as an isolated structure (ωB97M-V/def2-TZVPD, the Open Molecules 2025 dataset).

## Properties
E, Ha: -7457.41979
LUMO, eV: 0.6
Charge: 0
Gap between HOMO and LUMO, eV: 9.217

CARTESIAN COORDINATES (ANGSTROEM)
Mg 0.3032 0.4245 0.7112
C 5.0390 5.6356 -0.1524
C 4.2509 4.3940 -0.4525
C 4.0563 3.4184 0.5150
C 3.3622 2.2489 0.2287
C 2.8535 2.0605 -1.0423
C 3.0321 3.0237 -2.0304
C 3.7265 4.1806 -1.7292
S 1.8441 0.6549 -1.4176
O 0.4530 1.1678 -1.2998
O 2.2230 0.1298 -2.6897
O 1.9737 -0.2469 -0.2388
H 5.1486 5.7848 0.9210
H 4.5624 6.5213 -0.5735
H 6.0397 5.5667 -0.5835
H 4.4495 3.5675 1.5133
H 3.2264 1.4925 0.9907
H 2.6295 2.8611 -3.0213
H 3.8701 4.9342 -2.4943
F 0.5780 -0.8248 2.2756
B 0.5885 0.1284 3.4075
F 1.1648 -0.4121 4.5002
F 1.3121 1.2109 2.8379
F -0.7387 0.5077 3.5876
C 0.3108 4.2931 0.8022
As -0.8844 2.7925 1.1107
C -1.7774 3.3376 2.7459
C -2.2411 3.1310 -0.2408
H -0.2547 5.2256 0.8238
H 0.7983 4.1776 -0.1646
H 1.0769 4.3098 1.5765
H -2.2869 4.2906 2.5980
H -1.0423 3.4305 3.5429
H -2.4931 2.5710 3.0368
H -2.4692 4.1971 -0.2733
H -3.1505 2.5886 0.0161
H -1.8795 2.8000 -1.2119
C -3.5295 -0.4922 -0.0602
C -4.6279 -1.5121 -0.3180
As -6.4078 -0.6861 -0.1305
C -6.3872 -0.3898 1.8005
C -7.2556 0.5725 2.3075
C -7.2948 0.8493 3.6665
C -6.4477 0.1782 4.5347
C -5.5703 -0.7757 4.0396
C -5.5445 -1.0617 2.6825
C -7.4282 -2.3494 -0.2133
C -7.8687 -3.0451 0.9067
C -8.5823 -4.2265 0.7606
C -8.8556 -4.7270 -0.5026
C -8.4191 -4.0386 -1.6250
C -7.7174 -2.8518 -1.4795
P -1.8150 -1.1440 -0.0376
C -2.0261 -2.6628 0.9361
C -2.2459 -3.9143 0.3703
C -2.5187 -5.0073 1.1800
C -2.5953 -4.8543 2.5567
C -2.3952 -3.6048 3.1256
C -2.1049 -2.5138 2.3206
C -1.4518 -1.6719 -1.7314
C -2.1702 -1.1986 -2.8259
C -1.7658 -1.5085 -4.1158
C -0.6359 -2.2829 -4.3236
C 0.0967 -2.7402 -3.2381
C -0.3039 -2.4306 -1.9503
H -3.6567 -0.0406 0.9298
H -3.5704 0.3395 -0.7697
H -4.5426 -2.3615 0.3608
H -4.5795 -1.9188 -1.3303
H -7.9097 1.1164 1.6345
H -7.9813 1.5964 4.0436
H -6.4680 0.4007 5.5936
H -4.9022 -1.3021 4.7095
H -4.8547 -1.8224 2.3275
H -7.6586 -2.6675 1.8994
H -8.9239 -4.7580 1.6400
H -9.4117 -5.6489 -0.6133
H -8.6318 -4.4208 -2.6153
H -7.3991 -2.3113 -2.3650
H -2.2102 -4.0405 -0.7054
H -2.6809 -5.9772 0.7279
H -2.8123 -5.7088 3.1845
H -2.4463 -3.4751 4.1987
H -1.9316 -1.5472 2.7789
H -3.0460 -0.5772 -2.6841
H -2.3313 -1.1330 -4.9587
H -0.3163 -2.5159 -5.3306
H 0.9955 -3.3210 -3.3926
H 0.2941 -2.7684 -1.1129



> Which value of E does entry 2 give?

-7457.41979 Ha